Formula: C35H36MnN5O7S3
Source: the OMol25 dataset
Level of theory: the ωB97M-V functional and the def2-TZVPD basis

Values from the calculation:
Expectation value of S² = 4.0164
Energy above the lowest of the compared OMol25 structures with the same formula, charge and spin = 4.5316 eV
Highest occupied orbital energy (spin up / spin down) = -10.725 / -10.810 eV
Lowest unoccupied orbital energy (spin up / spin down) = -5.11 / -3.64 eV

```
! wB97M-V def2-TZVPD RIJCOSX def2/J DEFGRID3
* xyz 1 4
Mn 0.50747 0.54439 -0.25568
O 0.88854 1.62756 3.43795
C 1.26187 1.21273 2.37541
O 0.41970 0.59206 1.54327
C 2.69266 1.31861 1.93942
C 3.60925 1.76616 2.88025
C 4.94082 1.87044 2.54352
C 5.40030 1.54418 1.28270
C 4.48816 1.08982 0.35818
C 3.12262 0.97268 0.65159
O 2.29501 0.58983 -0.31728
N 4.98485 0.73067 -0.97839
O 5.87529 1.41692 -1.43390
O 4.45680 -0.20648 -1.53807
N 5.90686 2.34964 3.54952
O 7.06364 2.44784 3.20088
O 5.46499 2.68186 4.62734
H 3.26578 2.02925 3.87083
H 6.44434 1.64432 1.02493
C -1.24139 -0.25786 -4.44759
C 0.18368 -0.22263 -3.89458
S 0.68578 1.08368 -2.71255
C -0.43882 2.47099 -3.08686
C -1.87354 2.39171 -2.54800
S -2.04513 0.97872 -1.30158
C -3.77194 0.66693 -1.74293
C -3.81905 0.01113 -3.12659
S -2.44752 -1.14099 -3.40479
H -1.19531 -0.81390 -5.38357
H -1.61650 0.73256 -4.69918
H 0.86570 -0.09140 -4.73529
H 0.44334 -1.16499 -3.40809
H -0.42532 2.57966 -4.17139
H 0.08131 3.33032 -2.67225
H -2.56079 2.16312 -3.35839
H -2.17610 3.34427 -2.11554
H -4.30479 1.61984 -1.72137
H -4.16356 0.01200 -0.96994
H -3.85673 0.74423 -3.92931
H -4.73094 -0.57939 -3.20186
C -1.86960 -1.37757 3.14931
C -1.87385 -2.76968 2.57497
C -1.51305 -3.84756 3.38399
C -1.54445 -5.14945 2.91660
C -1.95923 -5.41326 1.61714
C -2.31643 -4.36166 0.79432
C -2.25392 -3.05678 1.26539
N -2.63090 -1.97390 0.38277
C -1.83158 -1.03755 -0.14457
N -2.06388 1.88293 0.12579
C -1.06219 2.89763 0.14197
C 0.24686 2.53141 -0.15655
C 1.25472 3.47480 -0.21326
C 0.94354 4.80257 0.05173
C -0.35545 5.16309 0.37612
C -1.38485 4.22745 0.41419
C -2.79571 4.62459 0.75051
N -0.52742 -1.20616 -0.30313
C 0.11973 -2.49657 -0.43507
C -0.23546 -3.25736 -1.55135
C 0.36656 -4.46800 -1.83051
C 1.35868 -4.94513 -0.98597
C 1.70090 -4.20359 0.12764
C 1.09948 -2.97997 0.43315
C 1.52529 -2.29419 1.70141
H -2.39265 -1.36840 4.10617
H -2.34172 -0.64893 2.49312
H -0.85502 -1.02697 3.33775
H -1.21375 -3.65166 4.40735
H -1.25759 -5.96280 3.57019
H -1.99845 -6.42934 1.24810
H -2.62401 -4.53918 -0.22839
H -3.61322 -1.74966 0.40355
H -2.97969 2.16572 0.44712
H 2.27262 3.19526 -0.45435
H 1.72157 5.55340 0.01493
H -0.58361 6.19864 0.59555
H -2.87157 5.70240 0.87352
H -3.12876 4.16458 1.68446
H -3.49779 4.33423 -0.03748
H -1.02149 -2.89327 -2.19454
H 0.05910 -5.03511 -2.70021
H 1.84836 -5.88926 -1.18404
H 2.45530 -4.58127 0.80801
H 1.75639 -3.03916 2.46274
H 0.75388 -1.63964 2.09099
H 2.43298 -1.70619 1.53804
*
```

Formula: C35H36N3O2S2Y
Source: the OMol25 dataset
Level of theory: the ωB97M-V functional and the def2-TZVPD basis

Values from the calculation:
Highest occupied orbital energy (spin up / spin down) = 0.503 / 0.865 eV
Lowest unoccupied orbital energy (spin up / spin down) = 4.13 / 4.16 eV

```
! wB97M-V def2-TZVPD RIJCOSX def2/J DEFGRID3
* xyz -2 1
Y -0.29518 0.76543 0.13481
C -3.29814 0.17762 1.46431
C -2.28032 0.35273 2.39931
C -1.92080 1.64008 2.79466
C -2.56741 2.74144 2.25105
C -3.60676 2.56003 1.34899
C -3.96742 1.28064 0.95388
H -3.55997 -0.82136 1.13763
H -1.79500 -0.50633 2.84310
H -1.13730 1.77697 3.52864
H -2.26131 3.74099 2.53397
H -4.10820 3.41912 0.92123
H -4.74621 1.14296 0.21456
C -0.07718 -0.67227 -4.31465
C -0.37150 0.12989 -3.07213
N -0.07124 -0.39309 -1.86997
N 0.51099 -1.60445 -1.89540
C 0.57021 -2.35622 -0.81941
S -0.10926 -2.02586 0.77136
S 1.48537 -3.84831 -0.94497
C 0.90043 -4.49725 -2.62381
C -0.36941 -5.23906 -2.53704
C -0.39184 -6.63237 -2.42144
C -1.58543 -7.32322 -2.31157
C -2.79399 -6.63607 -2.30328
C -2.78532 -5.24955 -2.40353
C -1.59182 -4.55940 -2.51812
C -1.02057 1.41183 -3.20556
C -0.96313 2.08990 -4.43756
C -1.60261 3.29578 -4.66401
C -2.33923 3.87789 -3.63990
C -2.41584 3.24455 -2.41114
C -1.77369 2.02433 -2.14473
O -1.92209 1.47179 -0.96556
H -0.08887 -1.72749 -4.05578
H 0.91462 -0.44597 -4.72354
H -0.82392 -0.48037 -5.08682
H 1.73989 -5.10187 -2.96170
H 0.83320 -3.56907 -3.18542
H 0.54903 -7.17213 -2.41629
H -1.58135 -8.40419 -2.22812
H -3.72922 -7.17533 -2.21648
H -3.72318 -4.70715 -2.38809
H -1.58863 -3.47681 -2.58056
H -0.36769 1.66494 -5.23711
H -1.51369 3.78156 -5.62952
H -2.84705 4.82269 -3.80201
H -2.96904 3.69383 -1.59417
C 1.07634 2.45842 0.33845
C 1.09945 3.52248 1.21165
C 1.35010 3.38122 2.63746
C 1.54436 4.46922 3.45670
C 1.48425 5.78462 2.97528
C 1.18002 5.96207 1.61778
C 0.98217 4.90058 0.76673
H 1.37952 2.37553 3.03935
H 1.73969 4.30074 4.51494
H 1.66549 6.63118 3.62949
H 1.09596 6.97180 1.21865
H 0.72324 5.06822 -0.27342
O 0.78895 0.19531 2.10196
C 1.37125 -0.92656 1.89636
C 2.58506 -0.93818 0.95924
C 3.70812 -0.06927 1.52679
C 4.17699 -0.48483 2.92782
C 3.18644 -0.07387 4.02384
C 2.03239 -1.06974 4.24751
N 1.54315 -1.76109 3.05912
H 2.29955 -0.52793 -0.01348
H 2.92557 -1.96516 0.80476
H 3.35307 0.96559 1.55230
H 4.55183 -0.10971 0.83160
H 5.13817 -0.00308 3.12994
H 4.34941 -1.56943 2.95254
H 2.76064 0.88978 3.74062
H 3.71483 0.06492 4.97357
H 1.19626 -0.52264 4.68883
H 2.34032 -1.84275 4.95716
H 2.11449 -2.55924 2.81836
*
```

Formula: C35H36N3O3Re
Source: the OMol25 dataset
Level of theory: the ωB97M-V functional and the def2-TZVPD basis

Values from the calculation:
Expectation value of S² = 0.8620
Energy above the lowest of the compared OMol25 structures with the same formula, charge and spin = 0.6072 eV
Highest occupied orbital energy (spin up / spin down) = -16.079 / -16.213 eV
Lowest unoccupied orbital energy (spin up / spin down) = -9.43 / -10.61 eV

```
! wB97M-V def2-TZVPD RIJCOSX def2/J DEFGRID3
* xyz 3 2
Re 0.31642 0.45823 -0.12940
C 1.86510 -2.74850 -2.74701
C 0.91944 -2.78068 -3.76146
C -0.06399 -1.80783 -3.77721
C -0.09221 -0.85141 -2.77590
N 0.79231 -0.85681 -1.74717
C 1.76141 -1.78620 -1.76530
C -0.99231 0.30316 -2.77410
C -1.90798 0.61649 -3.76596
C -2.57678 1.82470 -3.69590
C -2.27987 2.71460 -2.66877
C -1.36570 2.34802 -1.70366
N -0.77025 1.13389 -1.73809
C -0.87360 3.22201 -0.62229
C -1.31201 4.52006 -0.42028
C -0.70017 5.29402 0.55350
C 0.34187 4.74631 1.28832
C 0.70982 3.43914 1.04191
N 0.11070 2.67494 0.12233
H 2.67092 -3.46734 -2.70008
H 0.95687 -3.53781 -4.53293
H -0.79680 -1.78562 -4.57035
H 2.46812 -1.76072 -0.95266
H -2.08399 -0.06200 -4.58721
H -3.29675 2.09485 -4.45671
H -2.74847 3.68710 -2.64128
H -2.10918 4.93296 -1.02068
H -1.01999 6.31355 0.72306
H 0.86816 5.32206 2.03676
H 1.51984 2.98352 1.59141
C -1.91644 2.54623 2.64241
O -0.98295 1.50373 2.32695
C -0.07751 1.31572 3.39774
C 0.78947 0.12479 3.10275
O 1.41603 0.24063 1.78934
C 2.81195 0.59990 1.85788
C 3.36004 0.68549 0.44908
O 2.32008 1.18462 -0.41100
C 2.81040 1.58279 -1.71987
H -1.39349 3.41963 3.04000
H -2.43575 2.82990 1.73104
H -2.64169 2.19008 3.37474
H 0.52107 2.22282 3.54571
H -0.61432 1.12533 4.33312
H 1.58216 0.04372 3.84585
H 0.21918 -0.79870 3.09965
H 2.91189 1.54458 2.39422
H 3.34889 -0.16707 2.41954
H 4.20016 1.38069 0.41466
H 3.70198 -0.28037 0.07013
H 3.36651 0.76141 -2.17111
H 1.94474 1.82966 -2.32674
H 3.44782 2.45635 -1.59674
C 2.94300 -4.74748 2.33380
C 3.19989 -3.56345 1.63089
C 2.15952 -2.76826 1.21855
C 0.81797 -3.12287 1.48715
C 0.59174 -4.32998 2.19981
C 1.63659 -5.12670 2.61738
C -0.35315 -2.41632 1.09766
C -0.66960 -1.23454 0.39622
C -2.07072 -1.24620 -0.10754
C -2.92167 -0.13816 -0.00690
C -4.20102 -0.16305 -0.53464
C -4.65741 -1.29718 -1.19424
C -3.82798 -2.40421 -1.31375
C -2.55279 -2.38338 -0.77261
H 3.76849 -5.36985 2.65356
H 4.22348 -3.28727 1.41220
H 2.36087 -1.85585 0.68566
H -0.42726 -4.62727 2.41509
H 1.43986 -6.04151 3.15881
H -1.24850 -2.95823 1.39414
H -2.60128 0.73273 0.54522
H -4.85378 0.69183 -0.41252
H -5.66076 -1.32449 -1.59762
H -4.17966 -3.29263 -1.82092
H -1.91699 -3.25230 -0.89767
*
```

Total energy, record by record: -4500.83459; -2504.71755; -1822.60245 Eh